The following is a DFT calculation (the ωB97M-V functional and the def2-TZVPD basis) of a cluster of 8 separate species, C32H88N8O8 in total in a non-equilibrium geometry.

Geometry as XYZ:
```
136
Properties=species:S:1:pos:R:3:forces:R:3
C 24.783290 -3.976686 -3.447988 0.05 0.23 -0.45
O 25.944060 -3.615379 -4.171732 0.18 0.53 -0.03
C 26.713888 -4.742088 -4.525402 -0.35 -0.48 -0.37
C 27.957247 -4.338392 -5.316989 0.29 0.71 -0.82
C 28.853062 -3.408590 -4.534617 -0.07 0.57 1.13
N 27.628263 -3.753799 -6.635059 -0.59 0.10 0.52
H 25.103891 -4.417990 -2.502624 -0.46 -0.32 0.05
H 24.142172 -4.617464 -4.063452 0.19 -0.53 0.32
H 24.159489 -3.100422 -3.263077 0.43 0.27 0.12
H 26.929419 -5.363201 -3.646399 0.31 0.19 0.18
H 26.086761 -5.384800 -5.161925 0.05 -0.11 -0.15
H 28.562501 -5.206321 -5.602159 -0.29 -0.39 0.61
H 29.807830 -3.151566 -4.991140 0.09 -0.52 -0.07
H 28.977376 -3.848242 -3.538050 0.55 -0.04 -0.11
H 28.423699 -2.428845 -4.297303 -0.54 -0.11 -0.34
H 26.828744 -4.303150 -6.946681 0.12 0.24 -0.55
H 27.261978 -2.802058 -6.509939 0.07 -0.37 0.01
C 25.411940 -0.627882 -5.664160 1.26 -0.54 1.32
O 26.531546 -0.938075 -6.499228 -0.48 0.76 -0.92
C 27.046339 0.187369 -7.218010 0.60 -0.68 -0.29
C 28.412060 -0.161911 -7.863746 -0.24 -0.12 -0.05
C 28.356843 -1.089169 -9.078692 -0.80 0.41 -0.17
N 29.336605 -0.768779 -6.893740 -0.24 -0.30 -0.03
H 24.891017 0.318934 -5.805386 0.07 -0.06 -0.75
H 25.868448 -0.571404 -4.666968 -0.46 0.10 0.23
H 24.749057 -1.488597 -5.637310 -0.19 0.09 -0.28
H 26.355265 0.474864 -8.014800 -0.17 0.20 0.08
H 27.201964 1.017773 -6.523494 -0.09 0.13 0.02
H 28.821165 0.775701 -8.257783 -0.01 0.17 0.38
H 27.873406 -2.033980 -8.825394 0.37 -0.22 0.02
H 29.362185 -1.203525 -9.481737 0.05 -0.34 0.16
H 27.761727 -0.659915 -9.891755 0.02 0.16 0.10
H 29.292637 -1.765124 -7.100481 0.33 -0.04 0.09
H 28.920313 -0.747667 -5.968275 0.08 0.33 0.11
C 31.324953 -4.357834 -7.198052 -1.37 0.00 1.00
O 32.433489 -4.051697 -7.978125 -0.08 0.74 -0.03
C 32.138034 -4.022504 -9.360197 -0.04 -1.61 -0.42
C 33.307438 -3.480240 -10.165176 1.05 -0.04 1.06
C 34.672571 -4.014820 -9.636469 -1.18 -1.42 -0.13
N 33.310114 -2.033811 -10.097581 -0.58 0.99 0.26
H 31.476739 -4.080494 -6.154170 0.66 -0.23 -0.03
H 31.006016 -5.407405 -7.211560 0.44 -0.21 -0.23
H 30.393159 -3.812964 -7.411379 0.26 0.24 -0.70
H 31.988993 -5.067626 -9.679122 0.10 -0.06 -0.04
H 31.165074 -3.569996 -9.578521 0.24 0.64 0.13
H 33.186060 -3.832764 -11.191989 -0.07 0.21 -0.06
H 35.432527 -3.703317 -10.347473 0.36 0.10 0.38
H 34.653516 -5.113117 -9.581021 0.07 0.00 -0.57
H 34.847265 -3.810362 -8.580638 0.14 0.91 -0.23
H 33.171465 -1.772332 -9.123356 -0.18 -0.02 -0.08
H 34.195141 -1.598452 -10.328323 0.11 -0.35 -0.31
C 24.765545 -2.201058 -9.717737 0.43 0.92 -0.11
O 25.185434 -3.525693 -9.555749 -0.83 -0.12 0.08
C 24.133603 -4.482053 -9.358334 1.26 -0.36 -0.36
C 24.782651 -5.833804 -9.777872 -0.49 1.54 0.01
C 25.871501 -6.219250 -8.793223 0.57 -2.80 0.47
N 25.308578 -5.684312 -11.149777 0.10 0.33 0.39
H 25.636201 -1.575214 -9.498382 -0.19 -0.04 0.19
H 23.942887 -1.903086 -9.059861 0.03 -0.18 0.12
H 24.491877 -1.934939 -10.748128 -0.21 -0.43 -0.03
H 23.858450 -4.483677 -8.303208 0.01 -0.12 0.15
H 23.228639 -4.276347 -9.934048 0.15 0.22 -0.34
H 23.944411 -6.527208 -9.865479 0.30 -0.49 0.65
H 26.193153 -7.239231 -9.070312 -0.02 0.06 -0.38
H 25.589876 -6.486590 -7.767199 -0.59 0.78 0.05
H 26.843926 -5.729835 -8.746054 -0.47 0.96 -0.37
H 26.172595 -6.213904 -11.205222 -0.10 -0.11 -0.19
H 25.604512 -4.710855 -11.199058 0.11 -0.14 -0.24
C 29.759020 -4.797456 -0.471332 -0.69 0.45 -0.80
O 31.046787 -5.309772 -0.316542 0.57 -0.31 0.86
C 31.941877 -4.936934 -1.336139 -0.03 0.92 -0.87
C 33.239481 -5.736140 -1.396325 0.43 -0.99 0.89
C 34.444066 -4.845114 -1.728009 -1.25 0.68 -1.30
N 33.184523 -6.914758 -2.271405 -0.66 -0.18 -0.30
H 29.743454 -3.758641 -0.824041 0.29 0.13 0.14
H 29.171072 -4.823156 0.443201 0.40 -0.23 0.28
H 29.186601 -5.347451 -1.230259 0.10 -0.22 -0.06
H 31.373600 -4.985790 -2.277525 0.36 -0.29 -0.31
H 32.252719 -3.882288 -1.311115 -0.46 0.16 0.62
H 33.439212 -6.172905 -0.411122 -0.23 0.31 0.17
H 34.574441 -4.054197 -0.989999 0.34 -0.30 0.27
H 34.158096 -4.292781 -2.636574 0.13 0.01 -0.08
H 35.341808 -5.380173 -2.019445 0.06 -0.21 0.55
H 32.514169 -6.736558 -3.017665 0.35 0.14 -0.22
H 32.718886 -7.664281 -1.766529 0.25 -0.03 0.11
C 30.828494 -1.094942 -2.165851 0.19 1.22 -0.27
O 31.861487 -1.760697 -2.840796 -0.65 -0.97 0.69
C 33.105918 -1.128982 -2.987214 0.48 -0.21 0.08
C 33.198660 -0.582536 -4.399091 0.43 -0.03 -0.73
C 33.280896 -1.702091 -5.451260 0.34 0.18 0.10
N 34.336128 0.339125 -4.557864 0.11 0.02 0.21
H 30.666118 -0.129192 -2.658036 -0.41 0.05 -0.09
H 31.006858 -0.826636 -1.117859 0.53 -0.43 0.12
H 29.916194 -1.685057 -2.190329 0.07 -0.19 -0.26
H 33.347111 -0.381075 -2.221648 -0.49 0.22 -0.09
H 33.835434 -1.931919 -2.813394 0.16 0.14 -0.29
H 32.291401 -0.003223 -4.592430 -0.03 0.04 0.08
H 32.371143 -2.281823 -5.581636 -0.01 0.02 0.16
H 34.125208 -2.360348 -5.222553 -0.15 -0.17 0.16
H 33.544745 -1.260595 -6.414766 -0.29 0.05 -0.09
H 34.498411 0.457503 -5.551635 -0.10 0.23 -0.01
H 35.206270 -0.071742 -4.229070 -0.16 -0.15 0.20
C 21.337658 -6.215540 -7.631967 -0.30 0.58 -0.06
O 21.978584 -7.216556 -6.891005 0.08 -0.13 -0.22
C 21.987188 -7.064475 -5.504531 -0.01 -0.17 1.11
C 23.195845 -7.796868 -4.936471 0.12 -0.69 0.46
C 23.181184 -9.294033 -5.196907 -0.43 -0.16 -1.42
N 23.246063 -7.550363 -3.494713 -0.09 0.88 0.42
H 21.056664 -6.611250 -8.606599 0.11 -0.15 0.03
H 21.988605 -5.350330 -7.789546 0.08 -0.03 0.04
H 20.427529 -5.831350 -7.158932 -0.05 -0.22 0.15
H 22.044623 -6.042378 -5.108973 0.14 0.29 -0.63
H 21.070657 -7.456287 -5.037976 -0.14 -0.25 -0.23
H 24.054658 -7.349320 -5.445973 0.18 0.03 0.28
H 24.150974 -9.779721 -5.090922 0.01 0.12 0.56
H 22.920698 -9.498505 -6.243377 -0.09 0.11 0.06
H 22.404642 -9.761325 -4.590688 0.18 -0.15 0.16
H 23.895805 -8.120913 -2.971328 0.31 -0.10 -0.44
H 22.354306 -7.731147 -3.046146 -0.14 0.05 -0.28
C 29.421421 1.504943 1.671613 0.33 -0.78 1.26
O 28.628717 0.345771 1.500821 -0.73 0.50 -0.48
C 28.175788 0.223136 0.153113 0.06 -0.89 0.65
C 27.313457 -1.038222 0.038571 -0.58 -0.52 -0.91
C 26.729423 -1.141413 -1.388795 0.76 0.51 0.59
N 26.215876 -1.117734 1.009464 0.02 1.33 0.16
H 28.900228 2.461346 1.578818 -0.12 -0.12 -0.73
H 30.323728 1.380061 1.067913 -0.01 0.61 -0.18
H 29.714053 1.482619 2.725719 0.22 -0.06 -0.12
H 27.571748 1.080520 -0.156119 0.05 0.26 0.06
H 29.073612 0.143582 -0.465217 -0.14 0.07 -0.41
H 27.917440 -1.945777 0.133077 0.30 0.21 0.42
H 27.603501 -1.284469 -2.027779 -0.39 -0.05 -0.49
H 26.218401 -0.211489 -1.654243 0.05 0.02 -0.11
H 26.018067 -1.956207 -1.495600 0.17 -0.19 0.06
H 25.439592 -0.592972 0.601459 -0.12 -0.35 -0.07
H 26.466150 -0.488100 1.777041 0.13 -0.57 0.24
```
Forces are in eV/Å.

- E_tot (a.u.) = -2311.75951
- ΔE to the lowest compared entry with this formula, charge and spin (kcal/mol) = 59.65
- LUMO level (eV) = 0.519

Results of the Mulliken charge analysis, in e, for atoms 1 through 6: C -0.85; O 0.20; C -0.83; C 0.38; C -0.27; N 0.47